50
Properties=species:S:1:pos:R:3:nbo_charge:R:1 method="wB97M-V/def2-TZVPD" e_above_lowest_kj_mol=27.57 charge=0 e_homo_ev=-6.8 lumo_ev=-2.0014 gap_ev=4.83 fmax_ev_per_a=1.45 spin_multiplicity=1 total_energy_ev=-36278.7190
C 4.9794 0.3179 -0.1891 -0.41
N 3.6348 -0.2313 -0.1694 -0.31
C 2.5001 0.4752 -0.4364 0.15
C 1.3718 -0.3693 -0.2945 -0.22
C 0.0259 0.0074 -0.4630 0.08
C -1.0660 -0.8515 -0.6770 -0.22
C -1.1023 -2.1760 -1.1742 0.12
N -2.3435 -2.7045 -0.9899 -0.30
C -2.6982 -4.0880 -1.2497 -0.41
C -3.1861 -1.7495 -0.4046 0.10
C -2.4326 -0.5639 -0.2417 0.01
C -2.9767 0.4858 0.4767 -0.19
C -4.1919 0.2959 1.1467 -0.20
C -4.8912 -0.9169 1.0368 -0.20
C -4.4086 -1.9540 0.2213 -0.24
C 1.8988 -1.6659 0.1407 0.00
C 3.3127 -1.5519 0.1600 0.12
C 4.1574 -2.5699 0.5924 -0.24
C 3.5516 -3.7529 1.0477 -0.20
C 2.1553 -3.8754 1.0607 -0.21
C 1.3250 -2.8224 0.6428 -0.22
H 5.6687 -0.4318 0.2073 0.22
H 5.2831 0.5769 -1.2130 0.22
H 5.0324 1.2292 0.4226 0.24
H 2.5375 1.5301 -0.7106 0.28
H -0.2081 1.0641 -0.3913 0.26
H -0.2940 -2.7566 -1.6091 0.24
H -3.7149 -4.2647 -0.8859 0.23
H -2.6450 -4.3054 -2.3262 0.22
H -1.9959 -4.7590 -0.7327 0.22
H -2.4585 1.4387 0.4823 0.27
H -4.5959 1.0943 1.7690 0.23
H -5.8196 -1.0572 1.5881 0.22
H -4.9390 -2.8978 0.0867 0.21
H 5.2376 -2.4397 0.5718 0.22
H 4.1663 -4.5787 1.4039 0.22
H 1.7015 -4.8003 1.4134 0.22
H 0.2444 -2.8848 0.7113 0.22
C -0.0413 3.5661 -0.5883 -0.62
C -1.3620 4.0336 -0.3814 0.64
O -2.4198 3.3953 -0.5077 -0.72
N -1.4635 5.3851 -0.0131 -0.66
C -0.4326 6.2356 0.3724 0.79
O -0.6008 7.3738 0.7675 -0.65
N 0.8108 5.6238 0.2478 -0.66
C 1.0962 4.3245 -0.2116 0.63
O 2.2844 3.9637 -0.2591 -0.73
H 0.1160 2.6353 -1.1070 0.19
H -2.3883 5.7642 0.1236 0.41
H 1.5851 6.2027 0.5331 0.41



56
Properties=species:S:1:pos:R:3:nbo_charge:R:1 method="wB97M-V/def2-TZVPD" e_above_lowest_kj_mol=196.74 charge=-1 e_homo_ev="-5.4 / -5.4" lumo_ev="0.5035 / 0.5046" gap_ev="5.93 / 5.93" fmax_ev_per_a=0.92 spin_multiplicity=1 total_energy_ev=-66114.7544
Ba -0.4726 0.0760 -0.7356 1.85
C 1.1803 -1.8869 3.4468 -0.64
C 0.0553 -2.3641 2.5716 -0.03
C -1.1862 -1.7286 2.6234 -0.17
C -2.2281 -2.1414 1.8071 -0.26
C -2.0488 -3.1981 0.9193 -0.23
C -0.8216 -3.8369 0.8634 -0.20
C 0.2196 -3.4202 1.6839 -0.22
H 0.9870 -2.1237 4.4959 0.21
H 1.2864 -0.8055 3.3597 0.25
H 2.1245 -2.3551 3.1656 0.20
H -1.3220 -0.8795 3.2833 0.22
H -3.1783 -1.6229 1.8520 0.21
H -2.8479 -3.4966 0.2541 0.22
H -0.6606 -4.6407 0.1552 0.21
H 1.1856 -3.9072 1.6114 0.20
C 2.5566 7.0586 1.2005 -0.63
C 1.8262 5.7649 1.4363 -0.01
C 0.7822 5.6850 2.3477 -0.23
C 0.0884 4.4966 2.5337 -0.18
C 0.4337 3.3749 1.7992 -0.36
C 1.4823 3.4362 0.8932 -0.08
C 2.1733 4.6197 0.7216 -0.23
S -0.5436 1.8969 1.9733 2.31
O -1.0020 1.9029 3.3463 -0.98
O 0.3786 0.7720 1.6567 -1.09
N -1.6396 1.8754 0.8812 -1.09
C -2.0922 3.0357 0.1163 -0.32
C -1.3817 2.9771 -1.2612 0.73
O -0.4022 3.6933 -1.4839 -0.71
O -1.7833 2.0249 -2.0272 -0.80
H 2.2455 7.8222 1.9133 0.21
H 2.3562 7.4355 0.1954 0.22
H 3.6364 6.9280 1.2908 0.21
H 0.5050 6.5640 2.9188 0.20
H -0.7174 4.4265 3.2527 0.23
H 1.7584 2.5611 0.3212 0.21
H 2.9833 4.6644 0.0025 0.21
H -1.8701 3.9922 0.5955 0.19
H -3.1712 2.9510 -0.0244 0.20
Cl 0.0843 -7.4735 -5.6826 -0.03
C -0.0248 -6.0561 -4.6650 -0.03
C -1.2551 -5.4462 -4.4875 -0.25
C -1.3328 -4.3248 -3.6754 -0.16
C -0.1982 -3.8213 -3.0509 -0.15
C 1.0244 -4.4512 -3.2465 -0.17
C 1.1206 -5.5736 -4.0554 -0.24
C -0.2997 -2.6089 -2.1469 0.76
O -1.4412 -2.1059 -1.9887 -0.80
O 0.7587 -2.2010 -1.6017 -0.80
H -2.1321 -5.8464 -4.9774 0.22
H -2.2754 -3.8208 -3.5093 0.24
H 1.8951 -4.0451 -2.7491 0.24
H 2.0668 -6.0729 -4.2134 0.22
O 0.0431 0.9870 -3.2303 0.00
O 1.0909 1.2330 -2.6761 -0.09



56
Properties=species:S:1:pos:R:3:mulliken_charge:R:1 method="wB97M-V/def2-TZVPD" e_above_lowest_kj_mol=19.07 charge=-1 e_homo_ev=-5.2 lumo_ev=2.0343 gap_ev=7.26 fmax_ev_per_a=0.78 spin_multiplicity=1 total_energy_ev=-66116.5958
Ba 0.8121 -0.4119 0.5013 1.80
C 1.7871 -0.2856 -3.9416 -1.37
C 0.7512 0.4784 -3.1628 0.98
C -0.4927 -0.0896 -2.8948 -0.29
C -1.4525 0.6003 -2.1674 -0.28
C -1.1865 1.8759 -1.6897 -0.24
C 0.0489 2.4537 -1.9457 -0.47
C 1.0051 1.7592 -2.6743 -0.61
H 1.9720 -1.2514 -3.4697 0.19
H 2.7275 0.2637 -3.9855 0.34
H 1.4502 -0.4613 -4.9659 0.33
H -0.6984 -1.1021 -3.2207 0.28
H -2.4017 0.1232 -1.9536 0.25
H -1.9182 2.4017 -1.0897 0.33
H 0.2863 3.4225 -1.5302 0.34
H 1.9763 2.2088 -2.8468 0.27
C -6.8322 2.0725 0.0221 -1.45
C -5.7163 1.5124 0.8616 0.97
C -4.8912 0.5027 0.3715 -0.86
C -3.8542 -0.0041 1.1360 -0.39
C -3.6407 0.5132 2.4061 -0.02
C -4.4468 1.5159 2.9190 -0.47
C -5.4838 2.0073 2.1424 -0.56
S -2.2968 -0.1191 3.3582 1.29
O -2.3646 0.4172 4.6895 -0.72
O -2.2197 -1.5368 3.1608 -0.69
N -1.0592 0.5705 2.4617 -0.01
C -0.3329 1.4625 3.0126 -0.44
C 0.5132 2.4494 2.1445 0.53
O 0.8444 3.4188 2.8269 -0.72
O 0.6034 2.1728 0.9281 -0.55
H -6.9714 1.4913 -0.8884 0.35
H -6.6182 3.1034 -0.2664 0.31
H -7.7734 2.0754 0.5738 0.36
H -5.0646 0.1077 -0.6224 0.26
H -3.2142 -0.7931 0.7598 0.56
H -4.2538 1.8988 3.9120 0.48
H -6.1213 2.7909 2.5351 0.39
H 1.9479 -0.0789 3.2293 0.29
H -0.3775 1.6839 4.0795 0.47
Cl 0.0512 -8.2284 -4.0945 -0.24
C 0.1721 -6.6906 -3.2751 0.48
C -0.9724 -6.1125 -2.7530 -0.67
C -0.8688 -4.8922 -2.1028 -0.17
C 0.3605 -4.2565 -1.9833 -0.09
C 1.4953 -4.8558 -2.5162 -0.13
C 1.4102 -6.0796 -3.1629 -0.71
C 0.4588 -2.9125 -1.2964 0.69
O -0.5757 -2.4642 -0.7368 -0.89
O 1.5536 -2.2978 -1.3375 -0.97
H -1.9251 -6.6144 -2.8545 0.40
H -1.7373 -4.4123 -1.6722 0.41
H 2.4408 -4.3402 -2.4124 0.46
H 2.2868 -6.5583 -3.5775 0.40
O 2.1735 -0.8880 2.7458 -0.45
O 3.0058 -0.3888 1.6391 -0.74



60
Properties=species:S:1:pos:R:3:nbo_charge:R:1 method="wB97M-V/def2-TZVPD" e_above_lowest_kj_mol=29.08 charge=+1 e_homo_ev=-10.3 lumo_ev=-3.4369 gap_ev=6.88 fmax_ev_per_a=0.69 spin_multiplicity=1 total_energy_ev=-64511.8258
Bi -0.2818 0.1462 0.6414 2.04
C 2.8099 -1.8083 2.6537 -0.67
C 2.3969 -0.4188 2.9785 0.43
N 1.4369 0.2756 2.3935 -0.56
C 1.4510 1.5365 2.9481 -0.02
C 2.4027 1.5902 3.9194 0.03
N 2.9983 0.3567 3.9018 -0.47
C 2.9049 2.6091 4.8855 0.76
O 2.3282 3.7886 4.8680 -0.64
O 3.8273 2.3104 5.6010 -0.57
C 0.5303 2.5807 2.4302 0.80
O 0.4730 3.6778 2.9520 -0.60
O -0.2434 2.1783 1.4654 -0.84
H 2.1098 -2.2362 1.9414 0.25
H 2.8304 -2.4281 3.5513 0.24
H 3.8077 -1.8144 2.2140 0.25
H 3.7753 0.1272 4.5087 0.46
H 1.5910 3.8357 4.2027 0.52
N -1.5905 1.6516 -3.5874 -0.57
C -1.3539 3.0454 -3.7744 0.08
C -1.4018 3.5724 -5.0507 -0.20
C -1.1745 4.9271 -5.2471 -0.19
C -0.8966 5.7423 -4.1650 -0.19
C -0.8360 5.2031 -2.8877 -0.22
C -1.0698 3.8540 -2.6904 -0.15
S -0.9968 3.2342 -1.0372 0.52
N -1.1260 1.5255 -1.2693 -0.76
C -1.4016 0.9985 -2.4177 0.45
C -1.5699 -0.4879 -2.4988 0.15
C -2.1505 -1.1150 -3.5882 -0.20
C -2.2228 -2.4988 -3.5995 -0.12
C -1.7254 -3.2112 -2.5239 -0.23
C -1.1881 -2.5044 -1.4620 0.06
N -1.1174 -1.1744 -1.4522 -0.50
H -1.4274 1.0885 -4.4127 0.43
H -1.6155 2.9232 -5.8927 0.22
H -1.2150 5.3381 -6.2461 0.23
H -0.7224 6.8001 -4.3077 0.23
H -0.6087 5.8379 -2.0389 0.23
H -2.5451 -0.5559 -4.4231 0.24
H -2.6605 -3.0096 -4.4464 0.24
H -1.7580 -4.2910 -2.4976 0.24
H -0.8024 -3.0082 -0.5831 0.22
N 1.5435 -0.0087 -0.5394 -0.79
C 1.7078 0.3133 -1.6722 0.70
N 2.0127 0.6338 -2.8440 -0.60
C 1.3438 0.1533 -3.8917 0.44
N 0.7965 -0.2459 -4.8274 -0.43
C -0.0208 -5.0024 2.2624 -0.41
N -0.7972 -4.1091 3.1181 -0.39
C -1.4319 -4.5972 4.3477 -0.42
C -0.9251 -2.8390 2.7682 0.55
O -0.4119 -2.3406 1.7569 -0.73
H -0.0017 -5.9920 2.7073 0.22
H 1.0008 -4.6409 2.1545 0.22
H -0.4689 -5.0664 1.2715 0.21
H -1.3520 -5.6791 4.3770 0.23
H -2.4881 -4.3359 4.3663 0.22
H -0.9409 -4.1931 5.2316 0.22
H -1.5384 -2.2425 3.4561 0.14